Version A
The following is a DFT calculation (wB97M-V/def2-TZVPD) of 2 unconnected molecules or ions with the total composition CClF3O2S.

```
! RIJCOSX wB97M-V def2-TZVPD def2/J DEFGRID3
* xyz 0 1
Cl -3.54219 0.05903 0.04896
C 0.88509 0.81595 -0.00938
F 0.94970 1.30017 -1.20689
S -0.47054 -0.94166 0.06441
O -0.21772 -1.38072 -1.26046
F 0.57418 1.78344 0.87287
F 2.01996 0.20851 0.32875
O -0.19847 -1.84473 1.16174
*
```

Values from the calculation:
Lowest unoccupied orbital energy (spin up / spin down) (eV): -4.21 / -3.23

Charges in e, computed with natural (NBO), in the same order as the atoms:
1 Cl -0.10
2 C 0.92
3 F -0.27
4 S 1.69
5 O -0.83
6 F -0.30
7 F -0.30
8 O -0.81

Version B
The following is a DFT calculation (wB97M-V/def2-TZVPD) of a single CClF3O2S molecule.

```
! RIJCOSX wB97M-V def2-TZVPD def2/J DEFGRID3
* xyz 0 1
C -0.72181 -0.46574 -0.25971
F -1.60807 0.54559 -0.29476
F -1.14544 -1.51090 0.38767
Cl 0.43505 2.19939 -0.03469
F -0.45783 -0.90561 -1.48971
O 0.84661 0.15632 1.81744
O 1.88421 -0.33967 -0.55566
S 0.76728 0.32062 0.42944
*
```

Values from the calculation:
SMILES: O=S(=O)(Cl)C(F)(F)F
Lowest unoccupied orbital energy (eV): -0.43

Charges in e, computed with natural (NBO), in the same order as the atoms:
1 C 0.75
2 F -0.31
3 F -0.27
4 Cl -0.09
5 F -0.29
6 O -0.84
7 O -0.83
8 S 1.88

The data favor version B; the next most stable structure lies 37.9 kcal/mol above it.

Version A
The following is a DFT calculation (wB97M-V/def2-TZVPD) of 2 unconnected molecules or ions with the total composition H2N3O2S.

```
! RIJCOSX wB97M-V def2-TZVPD def2/J DEFGRID3
* xyz -1 1
N -1.45901 -0.37977 -0.41491
S 3.29591 -1.04834 -0.53332
N -0.41402 -0.66698 0.33150
O 2.36786 1.16217 0.42611
N 2.09594 -0.08240 -0.02271
H 0.43493 -0.19025 0.06740
O -2.40173 -1.30152 -0.41595
H -0.26981 -1.63636 0.64142
*
```

Values from the calculation:
Lowest unoccupied orbital energy (eV): 3.94

Charges in e, computed with natural (NBO), in the same order as the atoms:
1 N 0.21
2 S -0.13
3 N -0.55
4 O -0.52
5 N -0.27
6 H 0.42
7 O -0.52
8 H 0.36

Version B
The following is a DFT calculation (wB97M-V/def2-TZVPD) of 2 unconnected molecules or ions with the total composition H2N3O2S.

```
! RIJCOSX wB97M-V def2-TZVPD def2/J DEFGRID3
* xyz -1 1
N -1.09954 0.86412 1.44754
N -0.07737 -0.08336 -1.55769
N -0.49356 0.09071 0.73130
H 1.27514 -0.65199 0.20713
O 0.90879 -0.22954 1.04927
S -1.03651 -0.70079 -2.74462
H -0.47647 1.27115 2.19409
O 0.99953 -0.56030 -1.32701
*
```

Values from the calculation:
Lowest unoccupied orbital energy (eV): 4.20

Charges in e, computed with natural (NBO), in the same order as the atoms:
1 N -0.39
2 N -0.10
3 N 0.19
4 H 0.50
5 O -0.66
6 S -0.28
7 H 0.28
8 O -0.53

The data favor version A; the next most stable structure lies 12.6 kcal/mol above it.

Version A
The following is a DFT calculation (wB97M-V/def2-TZVPD) of a gas-phase ion, C4H6ClN2O (charge +1).

```
! RIJCOSX wB97M-V def2-TZVPD def2/J DEFGRID3
* xyz 1 1
H -1.59838 -1.98837 0.77078
H 2.77808 0.90819 0.42772
C 0.33204 -1.32995 -0.06147
C 1.65235 0.79100 0.34274
C -1.67297 -0.01551 -0.14392
N 1.21978 -0.37016 -0.40107
H 0.71181 -2.37369 -0.11475
Cl -3.31298 0.17929 0.18723
H 2.05445 -0.62447 -0.93322
C -0.97676 -1.17592 0.22578
N 0.78120 1.61354 0.80364
H -1.97339 1.13678 -1.48821
O -1.17930 0.87805 -0.92733
H 1.18408 2.37121 1.31210
*
```

Values from the calculation:
SMILES: [H]/N=C/[NH+]=C\C=C(/O)Cl
Lowest unoccupied orbital energy (eV): -5.53

These are the natural (NBO) partial charges, in e, on atoms 1 to 8:
1 H 0.29
2 H 0.21
3 C 0.22
4 C 0.25
5 C 0.47
6 N -0.57
7 H 0.24
8 Cl 0.15

Version B
The following is a DFT calculation (wB97M-V/def2-TZVPD) of a gas-phase ion, C4H6ClN2O (charge +1).

```
! RIJCOSX wB97M-V def2-TZVPD def2/J DEFGRID3
* xyz 1 1
C 1.58518 0.12857 1.47520
H -1.33329 -0.06244 -2.08027
Cl 3.17002 -1.08355 -0.36224
O -1.54782 0.64230 -0.00924
N 0.62023 -0.12997 -0.53164
H -2.19675 -1.23221 -1.09965
H 0.54862 -0.60084 -1.46151
H 2.29735 0.20495 2.39407
C 1.82472 -0.34648 0.25239
N 0.29508 0.67485 1.45643
H -3.07401 0.26309 -1.48036
H 0.12425 1.24435 2.29227
C -0.29032 0.39743 0.30599
C -2.02328 -0.10003 -1.15145
*
```

Values from the calculation:
SMILES: COc1[nH]c(Cl)c[nH+]1
Lowest unoccupied orbital energy (eV): -3.06

These are the natural (NBO) partial charges, in e, on atoms 1 to 8:
1 C -0.08
2 H 0.19
3 Cl 0.17
4 O -0.42
5 N -0.54
6 H 0.23
7 H 0.48
8 H 0.29

The data favor version B; the next most stable structure lies 22.0 kcal/mol above it.

Version A
The following is a DFT calculation (wB97M-V/def2-TZVPD) of a single C10H9NO2 molecule.

```
! RIJCOSX wB97M-V def2-TZVPD def2/J DEFGRID3
* xyz 0 1
C -0.13126 0.78579 -0.03196
C -0.52404 4.05852 1.12572
C 0.35514 -1.43053 0.76630
H 0.11872 0.50006 1.87551
H -0.32210 4.71106 2.27418
C -0.36110 2.20085 0.00251
H 0.90638 -4.78357 -0.33241
H -0.29401 -4.38086 0.88220
N -0.63656 3.13656 -0.99893
C 0.15997 -0.07762 0.88071
C -0.09664 -1.15176 -1.58154
H -1.14001 5.19058 -0.50353
C -0.76118 4.26939 -0.19225
C -0.24710 0.25340 -1.44966
H -0.23678 -1.80194 -2.45311
H 1.79166 -3.99946 0.35704
H -0.48326 1.14963 -2.27892
C 0.65434 -4.18268 0.22097
C 0.20032 -1.97380 -0.51435
O -0.24506 2.67021 1.28535
O 0.45046 -3.32054 -0.78491
H 0.84211 -1.82329 1.45109
*
```

Values from the calculation:
SMILES: COc1ccc(-c2ncco2)cc1
Lowest unoccupied orbital energy (eV): 0.49

These are the natural (NBO) partial charges, in e, on atoms 1 to 8:
1 C -0.17
2 C 0.03
3 C -0.30
4 H 0.22
5 H 0.24
6 C 0.51
7 H 0.17
8 H 0.20

Version B
The following is a DFT calculation (wB97M-V/def2-TZVPD) of a single C10H9NO2 molecule.

```
! RIJCOSX wB97M-V def2-TZVPD def2/J DEFGRID3
* xyz 0 1
C -2.95917 -0.83183 0.15935
N 3.00645 -1.67295 0.37586
C 0.39238 -1.45881 -0.39656
O 1.04262 2.61461 -0.11087
C -0.73750 -0.58470 -0.35701
H 3.00957 -2.81320 0.48329
C 0.67389 1.39285 -0.07400
O 3.05032 0.93711 0.01319
C -1.88730 1.46731 -0.05180
C 1.80399 0.43402 -0.00972
H 3.66668 -1.08394 -0.46103
C -3.00014 0.68274 0.01387
C -0.58342 0.76169 -0.10765
C -1.81999 -1.46972 -0.11580
H 0.27961 -2.55051 -0.34662
H 3.23175 1.86192 -0.60163
H 0.45005 3.04674 0.65809
H -1.70079 -2.56137 0.28569
C 1.73139 -0.94850 -0.22202
H -1.80156 2.67297 0.36742
H -3.84414 1.42140 0.32345
H -4.00467 -1.31786 0.17450
*
```

Values from the calculation:
SMILES: Nc1cc2ccccc2c(O)c1O
Lowest unoccupied orbital energy (eV): 0.24

These are the natural (NBO) partial charges, in e, on atoms 1 to 8:
1 C -0.22
2 N -0.87
3 C -0.19
4 O -0.65
5 C -0.07
6 H 0.40
7 C 0.26
8 O -0.70

The data favor version B; the next most stable structure lies 30.0 kcal/mol above it.

Version A
The following is a DFT calculation (wB97M-V/def2-TZVPD) of a gas-phase ion, C3H10IN2O (charge +1).

```
! RIJCOSX wB97M-V def2-TZVPD def2/J DEFGRID3
* xyz 1 1
C -1.41693 1.61404 -0.20841
H 0.39656 0.85035 1.62584
H 0.03794 0.64886 -1.23898
H -1.65078 2.37011 0.58785
N 1.04916 -2.12865 0.50425
O -0.48433 -1.07346 -0.90804
H -0.77009 -1.17789 1.10004
C 0.64068 0.42610 0.61939
C 0.04590 -1.14907 0.38421
H -1.94085 1.94618 -1.14315
N 0.05248 1.29239 -0.45483
H 1.41471 -2.44230 -0.37815
H 0.68398 2.06610 -0.50753
H -0.12599 -1.66229 -1.59160
I 2.67196 0.43340 0.30395
H 1.27198 -2.63177 1.28740
H -1.87639 0.61790 0.01777
*
```

Values from the calculation:
SMILES: C[NH2+][C@H](I)[C@H](N)O
Lowest unoccupied orbital energy (eV): -3.08

These are the natural (NBO) partial charges, in e, on atoms 1 to 8:
1 C -0.45
2 H 0.25
3 H 0.46
4 H 0.25
5 N -0.86
6 O -0.75
7 H 0.19
8 C -0.29

Version B
The following is a DFT calculation (wB97M-V/def2-TZVPD) of a gas-phase ion, C3H10IN2O (charge +1).

```
! RIJCOSX wB97M-V def2-TZVPD def2/J DEFGRID3
* xyz 1 1
H -2.07229 0.72798 -0.75668
N 0.01890 1.24772 -0.55866
H 0.62188 0.75527 1.43770
H 0.24470 0.77873 -1.52050
C 0.00272 -1.04907 0.34089
C 0.72765 0.36311 0.43029
H 0.30199 -2.01229 -1.44387
C -1.44708 1.56759 -0.35626
H 0.70568 -2.99472 0.62201
I 2.88832 0.38913 -0.20219
H -0.91900 -0.94028 0.94301
H -1.64093 1.80586 0.71040
H 0.50125 2.07653 -0.47678
H -1.77373 2.46536 -0.87674
O -0.16441 -1.20388 -1.02814
N 0.93110 -2.00738 0.88925
H 1.07325 -1.96966 1.84626
*
```

Values from the calculation:
SMILES: C[NH2+][C@H](I)[C@H](N)O
Lowest unoccupied orbital energy (eV): -3.81

These are the natural (NBO) partial charges, in e, on atoms 1 to 8:
1 H 0.25
2 N -0.56
3 H 0.23
4 H 0.48
5 C 0.22
6 C -0.15
7 H 0.53
8 C -0.45

The data favor version B; the next most stable structure lies 2.6 kcal/mol above it.

Version A
The following is a DFT calculation (wB97M-V/def2-TZVPD) of 2 unconnected molecules or ions with the total composition C4H10NS.

```
! RIJCOSX wB97M-V def2-TZVPD def2/J DEFGRID3
* xyz -1 1
H 1.79570 -3.05608 -1.00663
H -0.04337 2.97225 1.94332
H 2.07967 -1.41883 -2.63125
C -1.02289 1.90485 0.32558
C 1.20472 -1.32331 -2.00020
H 0.48659 -0.47767 -2.07956
H -1.78739 2.70895 0.14414
C 1.10799 -2.23016 -0.98873
H -0.48540 -1.38973 0.04501
C -0.48864 1.99204 1.73627
S -1.75988 0.29680 0.03341
H 0.36451 1.32130 2.02018
N 0.17702 -2.16038 0.02192
H -1.29187 1.84259 2.45085
H -0.22515 2.06922 -0.39723
H -0.11161 -3.05183 0.38293
*
```

Values from the calculation:
Lowest unoccupied orbital energy (eV): 4.06

These are the natural (NBO) partial charges, in e, on atoms 1 to 8:
1 H 0.16
2 H 0.16
3 H 0.17
4 C -0.53
5 C -0.59
6 H 0.23
7 H 0.17
8 C 0.02

Version B
The following is a DFT calculation (wB97M-V/def2-TZVPD) of a gas-phase ion, C4H10NS (charge -1).

```
! RIJCOSX wB97M-V def2-TZVPD def2/J DEFGRID3
* xyz -1 1
H -2.96391 0.56496 -0.11370
H 0.38341 -1.75318 -0.80549
H -1.18803 -0.69536 0.69058
C -0.90325 0.32374 0.44687
N -0.09754 0.27109 -0.78430
H 1.47923 -0.75617 -1.72370
C 0.90721 -0.79176 -0.79722
H -1.95762 1.86446 -0.67165
C -2.13867 1.21546 0.18248
H 0.34739 1.17034 -0.86165
H 1.36437 -1.00099 1.29798
S 3.11924 -2.20750 0.06552
H 2.45652 0.10349 0.37134
C 1.90952 -0.84500 0.36736
H -2.40257 1.78441 1.07261
H -0.31528 0.75202 1.26298
*
```

Values from the calculation:
SMILES: CCNCC[S-]
Lowest unoccupied orbital energy (eV): 3.62

These are the natural (NBO) partial charges, in e, on atoms 1 to 8:
1 H 0.20
2 H 0.18
3 H 0.19
4 C -0.22
5 N -0.64
6 H 0.20
7 C -0.24
8 H 0.21

The data favor version B; the next most stable structure lies 6.5 kcal/mol above it.